No. 1
124
Properties=species:S:1:pos:R:3:lowdin_charge:R:1 method="wB97M-V/def2-TZVPD" spin_multiplicity=2 charge=0 s2=0.766 total_energy_ha=-7260.14131 gap_ev="5.19 / 5.27"
Cr -0.1163 -0.0068 -0.2292 0.58
C 3.9330 2.7820 -5.9469 -0.09
C 2.8356 1.9384 -5.9527 -0.06
C 2.2605 1.5382 -4.7634 0.00
C 2.7796 1.9896 -3.5534 -0.22
C 3.8805 2.8350 -3.5475 -0.04
C 4.4558 3.2262 -4.7450 -0.08
C 2.1012 1.5364 -2.3187 -0.08
C 1.0388 2.3013 -1.8590 -0.24
C 0.7097 3.6017 -2.3625 0.04
C -0.4261 3.9863 -1.7324 0.04
C -0.8042 2.9082 -0.8674 -0.23
C -2.0391 2.8346 -0.2287 -0.08
C -3.0303 3.8745 -0.5940 -0.23
C -3.7754 3.6266 -1.7454 -0.01
C -4.7060 4.5472 -2.1807 -0.06
C -4.9096 5.7178 -1.4708 -0.09
C -4.1784 5.9619 -0.3222 -0.08
C -3.2372 5.0455 0.1191 -0.03
C -2.5699 1.6961 0.4195 -0.23
N -1.9830 0.4611 0.4294 0.02
C -2.9666 -0.4053 0.8220 -0.23
C -2.8835 -1.8085 0.7032 -0.05
C -4.1754 -2.5296 0.7007 -0.22
C -4.7272 -3.1085 1.8355 -0.03
C -5.9660 -3.7241 1.7664 -0.08
C -6.6569 -3.7703 0.5672 -0.09
C -6.0984 -3.2126 -0.5719 -0.06
C -4.8653 -2.5933 -0.5075 -0.01
C -1.7387 -2.5196 0.3701 -0.24
C -1.7070 -3.9413 0.2022 0.03
C -0.4357 -4.2653 -0.1491 0.03
C 0.2993 -3.0378 -0.2221 -0.23
N -0.4982 -1.9901 0.1358 0.02
C 1.6061 -2.9606 -0.6981 -0.08
C 2.2633 -1.7657 -1.0647 -0.24
C 3.4892 -1.7294 -1.7741 0.03
C 3.6090 -0.4556 -2.2774 0.03
C 2.4657 0.2556 -1.8431 -0.23
N 1.6803 -0.5279 -1.0453 0.02
C 2.2225 -4.2117 -1.2011 -0.23
C 1.8749 -4.6169 -2.4890 -0.02
C 2.4438 -5.7471 -3.0438 -0.07
C 3.3660 -6.4876 -2.3213 -0.09
C 3.7012 -6.0991 -1.0355 -0.08
C 3.1328 -4.9671 -0.4750 -0.03
C -4.1463 0.2977 1.1662 0.02
C -3.8932 1.6246 0.9194 0.03
N 0.1346 1.9204 -0.9067 0.04
H 4.3811 3.0886 -6.8809 0.10
H 2.4227 1.5859 -6.8862 0.11
H 1.4047 0.8779 -4.7629 0.11
H 4.2832 3.1824 -2.6068 0.11
H 5.3157 3.8787 -4.7391 0.10
H 1.2756 4.1377 -3.0989 0.12
H -0.9889 4.8881 -1.8663 0.12
H -3.6080 2.7104 -2.2954 0.13
H -5.2702 4.3521 -3.0800 0.11
H -5.6366 6.4400 -1.8123 0.10
H -4.3406 6.8746 0.2301 0.10
H -2.6675 5.2423 1.0158 0.11
H -4.1882 -3.0783 2.7715 0.12
H -6.3993 -4.1681 2.6518 0.10
H -7.6293 -4.2403 0.5179 0.10
H -6.6260 -3.2543 -1.5143 0.11
H -4.4283 -2.1563 -1.3929 0.11
H -2.5537 -4.5869 0.3364 0.12
H -0.0271 -5.2299 -0.3780 0.12
H 4.1584 -2.5556 -1.9059 0.12
H 4.3954 -0.0551 -2.8884 0.12
H 1.1550 -4.0377 -3.0492 0.13
H 2.1707 -6.0490 -4.0448 0.11
H 3.8205 -7.3654 -2.7581 0.10
H 4.4147 -6.6814 -0.4695 0.10
H 3.3992 -4.6790 0.5309 0.10
H -5.0540 -0.1433 1.5293 0.12
H -4.5543 2.4617 1.0464 0.12
F -0.9717 -0.3755 -2.1750 -0.37
Sb -1.9023 -0.7513 -3.9081 1.45
F -1.9160 -2.5790 -3.3378 -0.36
F -3.5268 -0.4181 -2.9650 -0.36
F -2.7797 -1.1215 -5.5361 -0.35
F -1.7521 1.1301 -4.2240 -0.36
F -0.1731 -1.0214 -4.6631 -0.36
C 0.6035 2.0603 5.3034 -0.19
Si -0.2250 1.7302 3.5941 0.41
C -1.8802 0.8794 4.0546 -0.18
C -0.4637 3.4712 2.8296 -0.19
As 0.9117 0.3609 1.9421 0.89
Si 1.2995 -1.6127 3.3119 0.42
C 2.7689 -2.6054 2.5895 -0.20
C -0.2515 -2.7344 3.4578 -0.18
C 1.7628 -1.2831 5.1565 -0.20
Si 3.0705 1.4838 1.8843 0.42
C 3.6766 2.1934 3.5722 -0.21
C 3.0083 3.0353 0.7589 -0.19
C 4.4773 0.3225 1.2953 -0.19
H -0.0570 2.6898 5.8916 0.04
H 1.5513 2.5749 5.2202 0.00
H 0.7703 1.1518 5.8670 0.00
H -2.4888 1.5146 4.6912 0.04
H -1.6932 -0.0420 4.6011 0.01
H -2.4721 0.6340 3.1787 -0.01
H -1.0901 4.1011 3.4541 0.03
H -0.9266 3.4094 1.8483 -0.01
H 0.4943 3.9732 2.7168 0.02
H 2.7287 -2.6106 1.5039 -0.01
H 2.7530 -3.6356 2.9328 0.04
H 3.7165 -2.1717 2.8934 0.02
H -0.4512 -3.3032 2.5563 0.00
H -1.1408 -2.1514 3.6793 0.01
H -0.1198 -3.4497 4.2660 0.04
H 2.5375 -0.5339 5.2782 0.01
H 2.1266 -2.2043 5.6008 0.03
H 0.8967 -0.9748 5.7316 0.01
H 3.1044 3.0693 3.8573 0.01
H 4.7111 2.5077 3.4756 0.03
H 3.6276 1.4745 4.3826 0.01
H 2.1171 3.6285 0.9454 0.02
H 3.0078 2.7721 -0.2936 0.00
H 3.8704 3.6730 0.9373 0.04
H 4.8176 -0.3177 2.1036 0.01
H 5.3327 0.9007 0.9576 0.04
H 4.1648 -0.3099 0.4705 0.00

No. 2
84
Properties=species:S:1:pos:R:3:lowdin_charge:R:1 method="wB97M-V/def2-TZVPD" spin_multiplicity=3 charge=+1 s2=2.015 total_energy_ha=-3014.17641 de_lowest_kcal_mol=1.5 gap_ev="7.65 / 7.13"
W 0.4535 0.6662 -0.5075 1.88
C 1.9080 0.2718 -4.1098 -0.03
C 2.8753 -0.4979 -3.2569 -0.20
C 3.5003 -1.6240 -3.7836 -0.04
C 4.4880 -2.2892 -3.0747 -0.08
C 4.8883 -1.7937 -1.8416 -0.06
C 4.2754 -0.6757 -1.2756 -0.22
C 4.7994 -0.1570 0.0407 -0.03
C 3.2179 -0.0704 -1.9726 -0.20
N 2.4335 0.9619 -1.3349 -0.04
C 3.1076 2.1363 -1.1956 -0.47
O 4.2265 2.3980 -1.5870 0.11
C 2.2788 3.1541 -0.5064 -0.16
C 2.7119 4.4382 -0.2666 0.04
C 1.8203 5.3497 0.2772 0.01
C 0.5179 4.9447 0.5169 0.04
C 0.1730 3.6399 0.2433 -0.16
N 1.0396 2.7461 -0.2245 0.02
C -1.2039 3.1167 0.3578 -0.49
O -2.1177 3.8185 0.7324 0.11
N -1.2718 1.8190 -0.0572 -0.06
C -2.6463 1.3655 -0.0161 -0.23
C -3.4666 1.5871 -1.1201 -0.21
C -3.0380 2.4591 -2.2703 -0.04
C -4.7718 1.1010 -1.0751 -0.04
C -5.2584 0.4808 0.0616 -0.06
C -4.4607 0.3920 1.1952 -0.03
C -3.1513 0.8525 1.1800 -0.20
C -2.3359 0.9280 2.4403 -0.02
H 1.3929 -0.3830 -4.8124 0.09
H 2.4487 1.0261 -4.6872 0.10
H 1.1695 0.7962 -3.5185 0.03
H 3.2223 -1.9647 -4.7743 0.12
H 4.9777 -3.1560 -3.5011 0.11
H 5.7086 -2.2656 -1.3098 0.12
H 5.2930 -0.9523 0.6040 0.08
H 4.0234 0.2836 0.6653 0.08
H 5.5409 0.6195 -0.1451 0.10
H 3.7299 4.6856 -0.5337 0.13
H 2.1274 6.3673 0.4802 0.12
H -0.2533 5.6027 0.8919 0.13
H -1.9567 2.4896 -2.3937 0.06
H -3.3688 3.4830 -2.0784 0.10
H -3.4882 2.1319 -3.2070 0.08
H -5.4182 1.2465 -1.9338 0.12
H -6.2765 0.1125 0.0847 0.11
H -4.8690 -0.0060 2.1165 0.11
H -2.8370 0.4191 3.2629 0.08
H -2.2007 1.9747 2.7241 0.09
H -1.3467 0.4904 2.3216 0.06
N 2.4123 -3.5380 -0.1469 0.21
C 2.6686 -2.4798 0.8724 -0.03
C 1.8561 -1.2990 0.4375 -0.68
O 1.6705 -0.3026 1.1763 -0.04
O 1.3692 -1.3228 -0.7239 -0.11
H 2.9260 -4.3936 0.0440 0.18
H 2.6727 -3.1802 -1.0746 0.15
H 1.3985 -3.7096 -0.1314 0.12
H 3.7235 -2.2241 0.8724 0.12
H 2.3560 -2.8309 1.8509 0.15
N -2.7632 -1.6466 6.3941 0.13
C -2.3965 -1.8218 5.0951 -0.31
C -1.0628 -1.6174 4.6964 -0.01
C -0.6902 -1.8094 3.3872 -0.07
C -1.6421 -2.1892 2.4425 -0.32
C -2.9629 -2.4045 2.8210 -0.06
C -3.3374 -2.2218 4.1344 -0.02
S -1.1734 -2.5408 0.8130 0.68
O -2.2024 -3.3247 0.1863 -0.31
O 0.1583 -3.1337 0.9105 -0.33
N -1.0304 -1.1411 -0.0057 -0.17
C -1.4795 -1.0692 -1.2852 -0.71
S -2.6445 -1.9434 -2.2005 1.14
C -2.3526 -0.8880 -3.5437 -0.35
C -1.4096 0.0227 -3.2636 -0.24
N -0.8976 -0.0978 -1.9847 -0.13
H -2.1039 -1.3315 7.0790 0.10
H -3.7161 -1.7659 6.6821 0.11
H -0.3265 -1.3132 5.4309 0.12
H 0.3394 -1.6505 3.0904 0.11
H -3.6865 -2.7261 2.0829 0.12
H -4.3642 -2.3979 4.4329 0.12
H -2.8851 -1.0150 -4.4731 0.08
H -1.0359 0.7869 -3.9244 0.12

No. 3
15
Properties=species:S:1:pos:R:3:nbo_charge:R:1 method="wB97M-V/def2-TZVPD" spin_multiplicity=1 charge=0 smiles=O[C@H]1CCc2nonc21 total_energy_ha=-453.97586 de_lowest_kcal_mol=99.4 gap_ev=10.90
O 1.4773 -0.5296 1.3340 -0.69
C 0.1674 -0.0069 1.1490 0.04
C 0.2847 1.2520 0.2146 -0.39
C 0.1690 0.6976 -1.2493 -0.48
C -0.6064 -0.5169 -1.1488 0.13
N -1.2028 -1.4820 -1.7815 -0.08
O -1.6014 -2.3755 -0.8139 -0.16
N -1.2847 -2.0659 0.4587 -0.05
C -0.6295 -0.9687 0.3559 0.08
H 1.7000 -0.0937 2.1325 0.47
H -0.3447 0.4611 2.1384 0.19
H 1.3604 1.7228 0.4905 0.23
H -0.5783 2.0203 0.3996 0.22
H 1.2140 0.4914 -1.6995 0.25
H -0.1250 1.3941 -1.9802 0.24

No. 4
25
Properties=species:S:1:pos:R:3:nbo_charge:R:1 method="wB97M-V/def2-TZVPD" spin_multiplicity=1 charge=0 smiles="CN1C(=O)[C@@]2(C)S[C@]1(C)C(=O)N2C" total_energy_ha=-970.24787 de_lowest_kcal_mol=0.0 gap_ev=9.73
C -0.4593 -2.5313 -0.8496 -0.41
N -0.0604 -1.1556 -0.7218 -0.46
C 1.1248 -0.7719 -0.2033 0.66
O 2.0329 -1.4821 0.1538 -0.60
C 1.0784 0.7680 -0.0769 -0.03
C 2.3991 1.4393 0.1749 -0.63
S 0.2260 1.2237 -1.6478 0.22
C -0.9395 -0.0159 -0.9359 -0.03
C -2.1854 -0.2826 -1.7326 -0.63
C -1.1625 0.5679 0.4779 0.66
O -2.2033 0.5594 1.0887 -0.60
N 0.0351 1.0187 0.9060 -0.46
C 0.2683 1.4974 2.2418 -0.41
H -1.3074 -2.7508 -0.1984 0.20
H -0.7231 -2.7623 -1.8819 0.20
H 0.3947 -3.1371 -0.5489 0.25
H 2.2715 2.5127 0.2895 0.23
H 3.0553 1.2493 -0.6709 0.24
H 2.8615 1.0220 1.0668 0.24
H -1.9417 -0.7270 -2.6942 0.23
H -2.7027 0.6591 -1.8991 0.24
H -2.8467 -0.9419 -1.1746 0.24
H 0.9536 0.8368 2.7759 0.20
H 0.6764 2.5081 2.2239 0.20
H -0.6962 1.5044 2.7479 0.25

What are the molar mass values for these records? In order: 1195.0; 884.7; 126.1; 200.3 g/mol.